DFT (ωB97M-V/def2-TZVPD) results for C44H92ClF6NNbO18S as an isolated structure at a distorted geometry.

Each line ends with the Mulliken charge.
Positions of all 164 atoms, in Å:
C (-1.036, -5.576, 2.176)  -0.893
C (-1.776, -4.291, 2.797)  -0.378
C (-1.102, -2.877, 2.353)  -0.013
O (-2.197, -1.959, 2.131)  -0.682
Nb (-2.117, -0.260, 3.366)  -0.407
S (-1.863, -1.694, 5.402)  -0.397
Cl (-4.628, -0.369, 3.473)  -0.371
C (-2.045, 1.696, 4.504)  -0.872
C (-2.387, 1.615, 6.075)  -0.599
C (-1.009, 1.737, 6.900)  0.305
C (-0.652, 0.473, 7.826)  -0.734
N (0.611, -0.231, 7.475)  0.463
C (1.797, 0.189, 6.761)  0.133
C (2.795, -0.996, 6.762)  -0.054
C (2.143, -2.206, 7.508)  -0.763
C (0.757, -1.603, 7.902)  -0.339
C (-2.346, 0.998, 1.453)  0.851
O (-3.479, 1.031, 0.906)  -0.648
C (-1.136, 1.886, 0.775)  0.643
F (-1.482, 3.247, 1.008)  -0.294
F (0.039, 1.610, 1.525)  -0.304
C (-1.072, 1.456, -0.766)  0.558
F (-1.211, 0.037, -0.812)  -0.301
F (-2.143, 2.111, -1.457)  -0.217
C (0.279, 1.835, -1.545)  0.848
F (1.474, 1.380, -0.933)  -0.272
F (0.216, 1.151, -2.828)  -0.173
C (0.461, 3.385, -1.894)  -0.161
O (-0.104, 4.344, -1.342)  -0.446
O (1.340, 3.682, -3.000)  -0.240
H (-0.107, -5.804, 2.802)  0.231
H (-0.825, -5.447, 1.057)  0.329
H (-1.766, -6.465, 2.302)  0.211
H (-2.834, -4.269, 2.323)  0.211
H (-1.956, -4.353, 3.930)  0.200
H (-0.301, -2.511, 3.078)  0.138
H (-0.545, -3.114, 1.361)  0.205
H (-0.288, -0.324, 3.196)  0.210
H (-0.628, -2.319, 5.466)  0.120
H (-1.042, 2.201, 4.257)  0.281
H (-2.856, 2.382, 4.032)  0.442
H (-3.058, 0.746, 6.383)  0.444
H (-2.989, 2.576, 6.320)  0.322
H (-0.132, 2.022, 6.202)  -0.426
H (-1.109, 2.641, 7.618)  0.356
H (-0.526, 0.848, 8.916)  0.199
H (-1.555, -0.241, 7.862)  0.461
H (1.930, 1.237, 6.286)  -0.238
H (3.846, -1.062, 6.324)  0.169
H (2.540, -3.251, 7.728)  0.310
H (-0.108, -2.109, 8.467)  0.290
H (2.161, 4.048, -2.599)  0.294
C (-5.450, 5.316, -4.393)  -0.687
O (-5.878, 4.006, -4.050)  -0.388
C (-5.931, 3.138, -5.180)  -0.641
C (-4.711, 2.223, -5.233)  -0.157
O (-3.518, 2.965, -5.476)  -0.340
C (-2.760, 3.179, -4.293)  -1.155
H (-5.194, 5.843, -3.472)  0.261
H (-4.571, 5.301, -5.042)  0.248
H (-6.265, 5.852, -4.888)  0.335
H (-6.034, 3.711, -6.108)  0.327
H (-6.828, 2.520, -5.065)  0.398
H (-4.830, 1.528, -6.071)  0.048
H (-4.624, 1.630, -4.316)  0.337
H (-2.241, 2.255, -4.017)  0.292
H (-3.386, 3.510, -3.460)  0.649
H (-2.018, 3.953, -4.497)  0.420
C (6.414, 0.332, 5.201)  -0.637
O (6.274, -0.174, 6.521)  -0.182
C (7.123, -1.294, 6.766)  -0.588
C (8.364, -0.885, 7.552)  -0.564
O (9.207, -0.028, 6.784)  -0.385
C (9.059, 1.339, 7.142)  -0.647
H (5.940, 1.315, 5.160)  -0.042
H (7.462, 0.439, 4.912)  0.430
H (5.904, -0.331, 4.496)  0.364
H (7.395, -1.789, 5.828)  0.396
H (6.546, -2.006, 7.366)  0.355
H (8.947, -1.784, 7.779)  0.388
H (8.090, -0.414, 8.502)  0.326
H (9.572, 1.529, 8.091)  0.334
H (8.008, 1.627, 7.230)  0.236
H (9.521, 1.948, 6.364)  0.251
C (-1.556, 1.630, -7.087)  -0.654
O (-0.220, 1.153, -7.023)  -0.460
C (0.002, 0.358, -5.858)  0.558
C (-0.026, -1.130, -6.191)  -0.887
O (-1.329, -1.546, -6.598)  -0.388
C (-1.441, -1.668, -8.009)  -0.419
H (-1.738, 2.010, -8.095)  0.373
H (-2.283, 0.842, -6.876)  0.354
H (-1.684, 2.447, -6.379)  0.194
H (-0.724, 0.601, -5.076)  -0.196
H (0.999, 0.615, -5.483)  0.174
H (0.221, -1.696, -5.287)  0.418
H (0.719, -1.376, -6.955)  0.372
H (-0.943, -2.586, -8.341)  0.327
H (-1.011, -0.809, -8.530)  0.266
H (-2.501, -1.732, -8.263)  -0.020
C (-2.581, -9.145, 5.666)  -0.795
O (-1.337, -8.947, 5.009)  -0.280
C (-0.391, -9.967, 5.319)  -0.481
C (-0.293, -10.992, 4.193)  -0.514
O (-1.505, -11.733, 4.058)  -0.379
C (-2.307, -11.267, 2.981)  -0.642
H (-3.321, -8.491, 5.200)  0.242
H (-2.928, -10.178, 5.582)  0.357
H (-2.488, -8.873, 6.721)  0.293
H (-0.635, -10.450, 6.271)  0.347
H (0.581, -9.476, 5.431)  0.357
H (0.494, -11.711, 4.441)  0.373
H (-0.023, -10.511, 3.247)  0.316
H (-1.883, -11.609, 2.031)  0.320
H (-2.391, -10.178, 2.975)  0.242
H (-3.307, -11.691, 3.093)  0.246
C (-7.712, 0.043, -11.318)  -0.712
O (-7.856, -0.486, -10.008)  -0.383
C (-7.004, -1.607, -9.778)  -0.703
C (-5.767, -1.209, -8.979)  -0.255
O (-4.924, -0.336, -9.728)  -0.375
C (-5.078, 1.025, -9.347)  -0.310
H (-8.188, 1.025, -11.345)  0.244
H (-6.662, 0.159, -11.599)  0.300
H (-8.215, -0.609, -12.037)  0.330
H (-6.725, -2.085, -10.723)  0.347
H (-7.581, -2.331, -9.193)  0.403
H (-5.184, -2.110, -8.765)  0.399
H (-6.047, -0.755, -8.022)  0.214
H (-4.568, 1.198, -8.393)  -0.174
H (-6.130, 1.309, -9.259)  0.376
H (-4.614, 1.649, -10.113)  0.304
C (2.508, 3.601, -5.867)  -0.387
O (3.869, 3.506, -5.463)  -0.423
C (4.432, 2.228, -5.748)  -0.141
C (5.293, 2.270, -7.007)  -0.608
O (4.504, 2.519, -8.168)  -0.374
C (4.578, 3.873, -8.593)  -0.733
H (2.220, 4.655, -5.853)  0.383
H (2.351, 3.211, -6.875)  0.363
H (1.877, 3.058, -5.160)  -0.097
H (3.649, 1.467, -5.832)  0.045
H (5.068, 1.962, -4.897)  0.406
H (5.761, 1.290, -7.145)  0.393
H (6.092, 3.013, -6.911)  0.323
H (5.538, 4.050, -9.092)  0.321
H (4.465, 4.570, -7.759)  0.314
H (3.772, 4.051, -9.306)  0.255
C (2.942, 6.683, 5.901)  -0.690
O (4.277, 6.201, 5.966)  -0.379
C (4.517, 5.420, 7.135)  -0.673
C (4.487, 3.928, 6.820)  -0.352
O (3.181, 3.505, 6.436)  -0.190
C (3.049, 3.364, 5.028)  -0.807
H (2.758, 7.048, 4.889)  0.241
H (2.214, 5.900, 6.126)  0.277
H (2.816, 7.515, 6.601)  0.328
H (3.801, 5.670, 7.925)  0.353
H (5.518, 5.682, 7.493)  0.376
H (4.747, 3.373, 7.727)  0.338
H (5.221, 3.673, 6.048)  0.234
H (3.545, 2.443, 4.702)  0.251
H (3.471, 4.218, 4.491)  0.526
H (1.986, 3.296, 4.789)  0.124

Charge: -1
Max |F|: 6.1 eV/A
DFT total energy: -4654.7982 hartree
M: 1197.623 g mol⁻¹